(1)
DFT (wB97M-V/def2-TZVPD) results for 2 unconnected molecules or ions with the total composition C2H3I2NS.

Computed properties:
DFT total energy	-30646.89354	eV
2S+1	1
frontier orbital gap (alpha / beta)	6.65 / 6.65	eV
LUMO (alpha / beta)	-1.41 / -1.41	eV
energy relative to the best compared isomer or geometry (same formula, charge and spin)	112.3	kJ/mol

Geometry as XYZ:
```
9
Properties=species:S:1:pos:R:3:forces:R:3
C -0.15558 0.11524 -1.07425 2.025 -0.249 -0.213
C -0.75914 -0.20596 1.28519 -0.276 -0.007 0.680
N -0.00455 -0.07410 0.09412 0.148 0.206 -1.597
S 2.12946 0.02933 -2.30967 -1.875 0.167 0.926
I -1.66180 0.49652 -2.44700 0.082 -0.044 0.112
I 3.29283 0.39988 -0.31939 0.007 -0.063 0.026
H -1.10876 -1.23811 1.35661 0.051 0.072 0.074
H -0.10785 0.01522 2.13238 -0.216 -0.060 -0.023
H -1.62462 0.46197 1.28201 0.054 -0.021 0.015
```
Positions in Å, forces in eV/Å.

Taken from the Löwdin analysis, the atomic charges in e are: -0.88 -0.09 -0.13 -0.24 0.82 0.25 0.10 0.09 0.09



(2)
DFT (wB97M-V/def2-TZVPD) results for 2 unconnected molecules or ions with the total composition C2H3I2NS.

Computed properties:
DFT total energy	-30643.56545	eV
2S+1	3
frontier orbital gap (alpha / beta)	6.79 / 6.04	eV
LUMO (alpha / beta)	-0.59 / -3.30	eV
energy relative to the best compared isomer or geometry (same formula, charge and spin)	0.0	kJ/mol

Geometry as XYZ:
```
9
Properties=species:S:1:pos:R:3:forces:R:3
C 1.98045 -0.08792 0.32653 -4.068 2.298 3.209
C -1.61163 0.45083 -0.24068 -0.176 -1.432 0.831
N -1.64940 -0.76897 -0.61809 -0.375 1.109 -0.615
S 2.62218 -1.23670 -0.52676 0.661 -1.110 -1.427
I 2.71231 2.19759 0.16784 -0.422 -1.186 -0.200
I -1.44373 -2.49771 0.43561 0.296 0.547 0.442
H 0.72319 -0.05086 0.70598 3.887 -0.051 -1.550
H -1.93971 1.12497 -1.03042 0.368 0.313 0.111
H -1.39367 0.86877 0.78000 -0.172 -0.488 -0.801
```
Positions in Å, forces in eV/Å.

Taken from the Löwdin analysis, the atomic charges in e are: -1.14 -0.22 -0.57 0.63 0.43 0.69 0.03 0.07 0.08



(3)
DFT (wB97M-V/def2-TZVPD) results for a molecular structure, C2H3I3.

Computed properties:
DFT total energy	-26423.64759	eV
2S+1	1
frontier orbital gap	9.07	eV
LUMO	-0.28	eV
energy relative to the best compared isomer or geometry (same formula, charge and spin)	70.1	kJ/mol

Geometry as XYZ:
```
8
Properties=species:S:1:pos:R:3:forces:R:3
C 0.00038 -0.20826 -0.92637 0.629 0.372 3.729
C 0.05950 0.34808 0.78473 -0.555 -0.523 -3.513
I -1.84176 -1.13472 -1.37499 0.090 0.176 -0.022
I 1.86561 1.46907 1.05206 -0.370 -0.360 -0.034
I -0.30358 -1.21410 2.17062 0.225 0.204 -0.216
H 0.19685 0.63742 -1.56766 -0.143 0.208 -0.014
H 0.79665 -0.94574 -0.98419 -0.107 -0.003 -0.191
H -0.77364 1.04825 0.84579 0.231 -0.076 0.259
```
Positions in Å, forces in eV/Å.

Taken from the Löwdin analysis, the atomic charges in e are: -0.78 -1.34 0.73 0.71 0.71 0.00 0.01 -0.03



(4)
DFT (wB97M-V/def2-TZVPD) results for a molecular structure, C2H3IN2S.

Computed properties:
DFT total energy	-24036.26221	eV
2S+1	1
frontier orbital gap	8.95	eV
LUMO	-0.13	eV
energy relative to the best compared isomer or geometry (same formula, charge and spin)	200.0	kJ/mol

Geometry as XYZ:
```
9
Properties=species:S:1:pos:R:3:forces:R:3
C -1.38870 0.09262 -0.02958 1.484 -1.899 1.705
C 1.12139 0.34224 -0.19882 3.004 2.482 -0.659
N -2.60831 0.26481 0.18135 -1.513 -2.173 0.913
N 2.34682 0.75717 -0.25556 -2.342 0.303 0.614
S -0.23954 1.41192 -0.06613 0.140 0.537 -0.646
I 3.70482 -0.68608 0.02863 0.600 -0.574 -0.188
H -0.72324 -0.86732 0.14284 -2.104 1.196 -0.527
H 0.86955 -0.65241 -0.34618 -0.409 -2.067 0.157
H -3.08278 -0.66297 0.54347 1.141 2.195 -1.369
```
Positions in Å, forces in eV/Å.

Taken from the Löwdin analysis, the atomic charges in e are: -0.63 -0.74 0.00 -0.56 0.97 0.76 0.09 -0.01 0.11



(5)
DFT (wB97M-V/def2-TZVPD) results for a gas-phase ion, C2H3INOS (charge +1).

Computed properties:
DFT total energy	-24584.77408	eV
2S+1	1
frontier orbital gap (alpha / beta)	7.73 / 7.74	eV
charge	+1
LUMO (alpha / beta)	-5.45 / -5.45	eV
energy relative to the best compared isomer or geometry (same formula, charge and spin)	65.6	kJ/mol

Geometry as XYZ:
```
9
Properties=species:S:1:pos:R:3:forces:R:3
C -1.27892 -0.64723 -0.20931 -0.725 -0.395 -0.254
C -2.38731 -1.07468 -0.39365 0.332 0.285 0.088
N -0.02297 -0.04751 0.00279 -0.171 -0.010 0.037
O -4.07457 -2.50796 0.86121 -0.264 -0.899 1.100
S -4.04460 -1.80603 -0.37629 0.220 2.334 -0.655
I -4.92302 0.71414 0.02207 0.379 -1.345 -0.292
H 0.15992 0.65056 -0.73665 0.112 -0.113 0.210
H 0.72762 -0.75346 -0.00260 0.008 0.159 -0.031
H -0.01500 0.42845 0.92004 0.108 -0.015 -0.203
```
Positions in Å, forces in eV/Å.

Taken from the Löwdin analysis, the atomic charges in e are: -0.10 -0.29 0.23 -0.50 0.64 0.42 0.20 0.20 0.20



(6)
DFT (wB97M-V/def2-TZVPD) results for C2H3IO in the gas phase.

Computed properties:
DFT total energy	-12267.87730	eV
2S+1	1
frontier orbital gap	9.29	eV
SMILES	CC(=O)I
LUMO	-0.71	eV
energy relative to the best compared isomer or geometry (same formula, charge and spin)	243.1	kJ/mol

Geometry as XYZ:
```
7
Properties=species:S:1:pos:R:3:forces:R:3
C -0.17412 0.45728 -0.54915 -1.133 9.545 -1.513
C 0.42512 -0.30305 0.54197 -1.467 0.756 0.572
O -0.02541 1.93725 -0.64620 -0.897 -10.564 0.548
I -1.64578 -0.51599 -1.89698 1.341 0.785 0.992
H -0.28332 -0.80748 1.20176 -1.032 0.669 -0.011
H 0.89952 0.45509 1.14323 1.203 -0.420 0.154
H 0.80398 -1.22309 0.20539 1.985 -0.771 -0.743
```
Positions in Å, forces in eV/Å.

Taken from the Löwdin analysis, the atomic charges in e are: -0.64 -0.15 -0.20 0.73 0.10 0.09 0.07



(7)
DFT (wB97M-V/def2-TZVPD) results for 2 unconnected molecules or ions with the total composition C2H3IOS.

Computed properties:
DFT total energy	-23103.67804	eV
2S+1	1
frontier orbital gap	7.45	eV
SMILES	OC=C=S.I
LUMO	-0.75	eV
energy relative to the best compared isomer or geometry (same formula, charge and spin)	204.8	kJ/mol

Geometry as XYZ:
```
8
Properties=species:S:1:pos:R:3:forces:R:3
C -1.91841 0.83595 -0.03140 -1.052 0.022 0.952
C -1.45495 0.63742 -1.23577 0.310 0.186 -0.002
O -0.87350 1.56945 -2.03792 0.024 0.682 0.287
S -2.71362 1.09864 1.31219 0.729 -0.171 -0.816
I 1.41517 -1.91957 1.81681 -0.625 0.164 0.412
H 0.09019 -1.57860 2.72951 0.603 -0.139 -0.430
H -1.41387 -0.29935 -1.71298 -0.240 -1.267 -0.063
H -0.93427 2.38562 -1.53400 0.252 0.523 -0.341
```
Positions in Å, forces in eV/Å.

Taken from the Löwdin analysis, the atomic charges in e are: -0.64 -0.29 0.01 0.71 0.32 -0.32 0.11 0.10



(8)
DFT (wB97M-V/def2-TZVPD) results for 2 unconnected molecules or ions with the total composition C2H3IOS.

Computed properties:
DFT total energy	-23103.58705	eV
2S+1	1
frontier orbital gap	7.50	eV
SMILES	OC=C=S.I
LUMO	-0.67	eV
energy relative to the best compared isomer or geometry (same formula, charge and spin)	213.5	kJ/mol

Geometry as XYZ:
```
8
Properties=species:S:1:pos:R:3:forces:R:3
C -0.75803 -1.18203 -0.27476 0.358 -0.221 0.602
C -1.50205 -0.11402 -0.44690 0.951 1.142 -1.553
O -2.41801 0.48296 0.37947 0.518 0.816 -1.954
S 0.28300 -2.33378 0.00947 -0.724 0.508 -0.288
I 3.92481 0.70719 -0.07124 -0.279 -0.968 -0.529
H 4.26790 2.02889 0.67406 0.255 0.960 0.532
H -1.26019 0.51224 -1.34935 -0.445 -0.809 0.903
H -2.53744 -0.10145 1.07926 -0.634 -1.428 2.286
```
Positions in Å, forces in eV/Å.

Taken from the Löwdin analysis, the atomic charges in e are: -0.65 -0.28 0.03 0.71 0.40 -0.40 0.14 0.06



(9)
DFT (wB97M-V/def2-TZVPD) results for a molecular structure, C2H3KNO4S.

Computed properties:
DFT total energy	-38964.26603	eV
2S+1	1
frontier orbital gap	4.08	eV
charge	-1
LUMO	1.59	eV
energy relative to the best compared isomer or geometry (same formula, charge and spin)	61.0	kJ/mol

Geometry as XYZ:
```
12
Properties=species:S:1:pos:R:3:forces:R:3
K -0.77817 0.81254 0.98025 1.005 0.058 0.688
S 1.73777 0.78559 3.01631 2.279 -2.339 1.508
O 2.08528 -0.34948 3.85148 0.382 -2.023 0.765
O 1.95094 0.45349 1.60708 -0.799 -0.356 -2.968
O 0.32938 1.02886 3.25010 -3.853 1.541 -0.325
O 2.60030 1.86143 3.38066 1.005 3.183 0.389
C -1.22778 -1.21508 -2.87312 -0.850 -0.043 -0.498
C -1.45929 0.09618 -2.29602 0.050 3.196 1.298
N -1.55134 1.14904 -1.78104 0.027 -2.956 -1.450
H -1.85336 -1.91204 -2.31546 0.771 -0.386 0.430
H -0.15630 -1.39572 -2.95923 -0.206 -0.387 0.399
H -1.67745 -1.31482 -3.86101 0.188 0.513 -0.237
```
Positions in Å, forces in eV/Å.

Taken from the Löwdin analysis, the atomic charges in e are: 0.86 0.02 -0.44 -0.51 -0.56 -0.41 -0.06 -0.26 0.10 0.09 0.10 0.08



(10)
DFT (wB97M-V/def2-TZVPD) results for a molecular structure, C2H3LiO2P.

Computed properties:
DFT total energy	-15709.40995	eV
2S+1	2
frontier orbital gap (alpha / beta)	5.63 / 5.30	eV
LUMO (alpha / beta)	-0.39 / -0.34	eV

Geometry as XYZ:
```
9
Properties=species:S:1:pos:R:3:forces:R:3
H 1.41178 -2.22518 -0.90107 0.134 0.215 0.083
P -1.34485 1.75024 0.24266 0.009 0.104 0.231
O 0.01224 0.63957 0.15913 0.536 -0.525 0.177
C 0.08102 -0.44108 -0.71597 0.078 0.221 -0.299
H -0.83799 -1.05636 -0.71985 0.127 0.163 -0.001
C 1.22977 -1.31019 -0.30448 -0.408 -0.094 0.237
O 1.88821 -1.06792 0.68930 0.083 0.094 -0.023
Li 1.14871 0.69044 1.61500 -0.451 -0.019 -0.518
H 0.24900 -0.10028 -1.75403 -0.109 -0.159 0.113
```
Positions in Å, forces in eV/Å.

Taken from the Löwdin analysis, the atomic charges in e are: 0.14 0.43 -0.95 -0.33 0.12 -0.20 -0.01 0.68 0.13